# 1
C3H5NO2 as an isolated structure, computed with ωB97M-V with the def2-TZVPD basis set.

total charge = 0
total energy = -322.5317 a.u.
energy above the lowest of the compared OMol25 structures with the same formula, charge and spin = 1.1592 eV
Kohn-Sham gap = 10.6235 eV
multiplicity = 1

Positions of all 11 atoms, in Å:
N -1.446 -0.219 -0.604
C -0.051 0.078 -0.436
C 0.390 0.986 0.725
O 1.393 0.009 1.122
C 0.957 -0.897 0.200
O 1.332 -2.017 0.036
H -1.752 -1.016 -0.058
H -1.681 -0.391 -1.573
H 0.370 0.414 -1.387
H 0.852 1.942 0.470
H -0.365 1.110 1.506

Cartesian forces (eV/Å) of the 2 atoms listed first:
0.0 -0.2 -0.1
0.1 0.2 -0.1

---

# 2
One molecule with the formula C3H5NO2, computed with ωB97M-V with the def2-TZVPD basis set.

total charge = 0
total energy = -322.3812 a.u.
SMILES string = C=CN(O)C=O
energy above the lowest of the compared OMol25 structures with the same formula, charge and spin = 5.2556 eV
Kohn-Sham gap = 9.7465 eV
multiplicity = 1

Positions of all 11 atoms, in Å:
C -0.286 -0.334 -0.767
C -0.542 0.750 -1.570
C -0.067 0.352 1.357
H 1.152 -1.382 1.685
H -0.607 -1.253 -1.201
H -0.432 1.718 -1.257
H -0.498 0.805 -2.787
H -0.399 1.170 0.862
N 0.363 -0.411 0.437
O 1.194 -1.591 0.619
O 0.122 0.178 2.622

Cartesian forces (eV/Å) of the 2 atoms listed first:
-0.5 1.4 -4.8
1.2 -2.4 -2.1

---

# 3
C3H5NO2 as an isolated structure, computed with ωB97M-V with the def2-TZVPD basis set.

total charge = 0
total energy = -322.4024 a.u.
energy above the lowest of the compared OMol25 structures with the same formula, charge and spin = 4.6793 eV
Kohn-Sham gap = 8.7718 eV
multiplicity = 1

Positions of all 11 atoms, in Å:
N -1.803 -0.287 0.202
C -0.646 0.383 -0.070
O -0.626 1.481 -0.587
C 0.596 -0.432 0.441
C 1.933 0.875 -0.384
O 1.819 -0.451 -0.365
H -1.803 -1.252 0.488
H -2.678 0.114 -0.103
H 0.330 -1.474 0.365
H 0.817 -0.105 1.461
H 2.060 1.149 -1.448

Cartesian forces (eV/Å) of the 2 atoms listed first:
0.0 0.0 0.0
0.2 -0.1 -0.1

---

# 4
One molecule with the formula C3H5NO2, computed with ωB97M-V with the def2-TZVPD basis set.

total charge = 0
total energy = -322.4176 a.u.
SMILES string = C=CO[C@H]1NO1
energy above the lowest of the compared OMol25 structures with the same formula, charge and spin = 4.2651 eV
Kohn-Sham gap = 10.4973 eV
multiplicity = 1

Positions of all 11 atoms, in Å:
N 1.899 0.550 0.832
C 0.948 0.616 -0.220
O 1.378 -0.643 0.132
C -1.491 -1.064 0.134
C -1.397 0.234 -0.124
O -0.308 1.047 0.128
H 2.833 0.682 0.430
H 1.253 0.961 -1.213
H -0.676 -1.627 0.573
H -2.419 -1.579 -0.089
H -2.222 0.818 -0.525

Cartesian forces (eV/Å) of the 2 atoms listed first:
0.2 0.2 0.0
0.1 0.1 -0.2

---

# 5
C3H5NO2 as an isolated structure, computed with ωB97M-V with the def2-TZVPD basis set.

total charge = 0
total energy = -322.5029 a.u.
energy above the lowest of the compared OMol25 structures with the same formula, charge and spin = 1.9445 eV
Kohn-Sham gap = 11.1521 eV
multiplicity = 1

Positions of all 11 atoms, in Å:
O 1.146 0.648 1.426
C -0.014 0.254 0.760
C -0.423 1.048 -0.499
O -0.241 -0.130 -1.324
C 0.033 -0.913 -0.225
N 0.160 -2.156 -0.134
H 1.839 0.809 0.773
H -0.784 0.135 1.524
H -1.462 1.384 -0.543
H 0.258 1.856 -0.783
H 0.040 -2.593 -1.050

Cartesian forces (eV/Å) of the 2 atoms listed first:
0.2 0.0 -0.1
-0.3 0.0 0.0

---

# 6
One molecule with the formula C3H5NO2, computed with ωB97M-V with the def2-TZVPD basis set.

total charge = 0
total energy = -322.4691 a.u.
SMILES string = [H]/N=C/OCC=O
energy above the lowest of the compared OMol25 structures with the same formula, charge and spin = 2.8636 eV
Kohn-Sham gap = 10.3126 eV
multiplicity = 1

Positions of all 11 atoms, in Å:
N 2.135 0.284 0.636
C 1.168 0.227 -0.165
O 0.434 -0.942 -0.127
C -0.986 -0.971 0.129
C -1.383 0.467 -0.024
O -0.745 1.312 0.564
H 2.827 0.949 0.306
H 0.998 0.906 -1.021
H -1.087 -1.359 1.148
H -1.593 -1.617 -0.541
H -2.100 0.748 -0.813

Cartesian forces (eV/Å) of the 2 atoms listed first:
0.2 -0.3 -0.6
1.0 -0.7 -0.2

---

# 7
A 2-piece molecular cluster, C3H5NO2 overall, computed with ωB97M-V with the def2-TZVPD basis set.

total charge = 0
total energy = -322.3696 a.u.
energy above the lowest of the compared OMol25 structures with the same formula, charge and spin = 0.3811 eV
Kohn-Sham gap (alpha / beta) = 7.7911 / 11.4813 eV
multiplicity = 3

Positions of all 11 atoms, in Å:
C 0.415 0.762 1.161
C -0.578 0.800 -1.737
C 0.419 -0.511 0.644
N 0.336 1.730 1.779
O -0.447 -1.361 1.207
O 1.430 -1.193 0.136
H -1.552 0.655 -1.412
H -0.370 0.758 -2.794
H 0.109 1.443 -1.278
H -1.170 -0.929 1.762
H 1.409 -2.154 0.532

Cartesian forces (eV/Å) of the 2 atoms listed first:
1.0 -0.2 0.1
1.0 0.3 -2.2

---

# 8
One molecule with the formula C3H5NO2S, computed with ωB97M-V with the def2-TZVPD basis set.

total charge = 0
total energy = -720.7252 a.u.
SMILES string = C[C@@H]1OC(=O)NS1
energy above the lowest of the compared OMol25 structures with the same formula, charge and spin = 0.5795 eV
Kohn-Sham gap = 9.2056 eV
multiplicity = 1

Positions of all 12 atoms, in Å:
C 1.317 1.345 0.751
C 0.936 0.642 -0.514
C -1.281 0.096 -0.041
H 0.725 0.920 1.595
H 1.135 2.388 0.683
H 2.346 1.165 0.959
H 1.618 0.963 -1.303
H -1.033 -1.625 1.011
N -0.504 -0.898 0.579
O -2.433 0.166 0.092
O -0.452 0.986 -0.718
S 0.999 -1.203 -0.198

Cartesian forces (eV/Å) of the 2 atoms listed first:
-0.4 -1.1 1.2
-0.2 -0.1 1.1